Entry 1:
66
Properties=species:S:1:pos:R:3:forces:R:3:lowdin_charge:R:1 method="wB97M-V/def2-TZVPD" smiles=CC[C@H](Br)c1[nH+]ccc(O)c1CCCCCCCCCCCCn1cccc1 spin_multiplicity=1 total_charge=+1
Br -2.113249 0.002160 1.596253 0.1 0.1 -0.2 0.87
O -3.801160 4.643097 -1.238226 -0.4 -0.5 0.1 0.11
N -2.751611 3.702186 2.559648 0.1 0.6 -0.2 0.14
N 5.843280 -1.811967 -0.015019 0.0 0.4 0.5 -0.11
C 6.526242 -2.199033 -1.132345 0.2 0.3 -0.1 -0.10
C -3.269310 1.328504 2.410355 0.1 0.5 0.6 -0.61
C -4.270058 1.639978 4.772240 0.7 0.1 0.2 -0.06
C 4.568013 -3.944759 0.265560 -0.3 0.3 -0.3 -0.18
C 0.212306 -2.285248 -1.351158 -0.1 -0.2 -0.4 -0.23
C -3.433077 4.314360 0.011454 0.1 0.2 0.4 -0.21
C 7.321968 -1.148076 -1.544149 -0.4 -0.6 0.2 -0.10
C -1.776076 -0.965822 -2.198355 0.2 -0.3 -0.1 -0.21
C 3.496242 -3.982731 -0.827977 -0.1 -0.5 0.3 -0.22
C 1.081737 -3.523694 -1.499842 0.4 0.1 0.8 -0.20
C -3.987537 1.942829 -0.556728 -0.1 0.3 -0.3 -0.13
C -2.662583 4.981415 2.161607 -0.3 0.3 -0.7 0.00
C -3.015648 1.321128 3.928923 -0.6 -0.3 -0.1 -0.29
C -0.761290 -2.080727 -2.506235 -0.2 0.2 0.4 -0.21
C 6.200216 -0.527192 0.302450 0.6 0.2 -0.7 -0.11
C 4.868936 -2.542971 0.782996 -0.3 -0.3 -0.4 -0.14
C -3.002746 5.324137 0.876035 0.0 -0.5 0.6 0.06
C 2.092331 -3.647822 -0.331415 0.0 0.2 -0.5 -0.21
C 7.115820 -0.093012 -0.631940 -0.1 -0.1 0.1 -0.11
C -3.215851 1.870735 -1.887807 0.4 -0.5 0.2 -0.17
C -3.145986 2.691294 1.758857 0.0 -0.1 -0.5 -0.15
C -1.698422 1.582212 -1.798815 -0.1 0.5 -0.6 -0.20
C -1.305556 0.411084 -2.688106 -0.2 -0.4 0.1 -0.21
C -3.490237 2.969693 0.431978 0.2 -0.1 -0.1 -0.06
H 5.813656 0.004164 1.149243 -0.2 -0.1 0.2 0.11
H -2.178819 1.955130 4.210383 0.3 -0.1 0.0 0.10
H -5.009951 2.231583 -0.806976 -0.2 0.0 0.0 0.14
H 3.940641 -1.974392 0.755016 -0.1 0.1 0.1 0.11
H 7.593484 0.867807 -0.680712 0.0 0.2 0.2 0.09
H 5.179419 -2.593940 1.823499 0.3 0.1 0.0 0.12
H 3.759765 -3.354309 -1.676804 0.1 0.2 0.0 0.11
H 3.451609 -5.012569 -1.185907 0.1 0.0 -0.3 0.12
H -4.301470 1.028753 2.263748 0.0 -0.4 -0.3 0.11
H -4.322565 0.929448 5.589299 -0.1 -0.1 0.1 0.08
H -2.346615 5.726252 2.871313 0.1 -0.1 0.3 0.15
H -2.729486 -1.235950 -2.647415 -0.2 0.1 0.0 0.11
H -0.209990 -1.809275 -3.403970 0.1 -0.2 -0.2 0.11
H 1.655448 -3.488210 -2.422826 -0.1 0.0 -0.3 0.11
H 0.449071 -4.407742 -1.503766 -0.1 -0.1 -0.3 0.11
H -2.511445 3.515768 3.521989 0.0 -0.3 0.0 0.15
H 4.197144 -4.534424 1.100876 0.1 -0.2 0.1 0.11
H -1.282844 -3.017929 -2.690527 0.0 -0.1 -0.1 0.11
H 1.775709 -4.420245 0.365764 -0.1 0.0 0.2 0.11
H -1.352219 1.468844 -0.776034 0.0 -0.2 0.2 0.07
H -4.447932 5.358808 -1.222610 0.2 0.3 -0.1 0.15
H 0.846832 -1.402293 -1.260748 0.1 0.1 0.2 0.12
H -1.755300 0.578694 -3.666842 0.1 0.1 -0.2 0.12
H -1.929121 -0.962911 -1.120141 -0.1 0.1 0.1 0.05
H 5.467901 -4.415949 -0.117258 0.2 -0.1 0.2 0.10
H -0.231915 0.369957 -2.863474 0.2 0.2 0.2 0.11
H -3.670833 1.056856 -2.447039 -0.2 -0.1 0.0 0.11
H -0.359326 -2.394466 -0.427464 0.0 0.1 0.2 0.11
H -4.048216 0.948684 -0.132394 0.1 -0.1 0.3 0.08
H -4.178291 2.615729 5.241710 -0.3 0.2 -0.1 0.07
H 6.402169 -3.174664 -1.557971 0.0 -0.1 -0.1 0.11
H -3.362828 2.759442 -2.482643 -0.2 0.2 0.0 0.10
H -2.958409 6.348974 0.551631 0.1 0.1 0.0 0.14
H -2.684701 0.321558 4.176259 0.1 -0.2 0.0 0.08
H -5.191788 1.558874 4.207416 -0.1 0.1 -0.1 0.08
H -1.179624 2.454444 -2.197838 0.1 0.2 0.1 0.11
H 7.976758 -1.171211 -2.393812 0.1 0.1 -0.1 0.09
H 2.107389 -2.701048 0.206784 0.0 0.1 0.2 0.09

=====

Entry 2:
77
Properties=species:S:1:pos:R:3:forces:R:3:lowdin_charge:R:1 method="wB97M-V/def2-TZVPD" de_lowest_kj_mol=603.63 spin_multiplicity=1
Br -6.775971 4.096741 -0.981262 -0.4 -0.8 0.3 0.19
S -0.166558 -3.444879 -1.045712 -0.1 0.1 0.2 0.81
S 4.284833 -1.655646 2.667991 0.0 -0.1 -0.1 0.82
S -4.696491 0.249034 -1.345952 0.2 -0.2 0.1 0.76
S 7.465659 -2.139048 -1.450228 0.0 -0.1 0.2 0.81
S 3.175891 3.294176 -1.217044 -0.1 0.0 0.0 0.82
P -6.772927 3.600677 1.236394 -0.4 0.6 2.1 0.57
O -3.873884 -0.991794 -1.214141 -0.2 0.3 -0.2 -0.55
O 1.756505 2.850359 -1.356876 0.5 0.2 -0.3 -0.56
O 3.487176 -0.562053 2.031495 0.1 -0.2 0.0 -0.58
O -2.964464 -1.234782 4.040165 -0.9 2.4 -3.3 0.05
O 0.462268 -3.426820 0.310927 0.1 -0.1 -0.4 -0.57
O -8.450597 3.689387 1.686879 1.7 -0.4 -0.4 -0.41
O -3.958404 3.573824 3.022231 0.6 -3.6 -2.0 0.03
O 7.448106 -2.854971 -0.138249 0.0 0.3 -0.4 -0.56
C -1.942370 0.421851 2.450134 0.9 1.0 -0.9 -0.05
C 6.351042 -0.725428 -1.311722 0.0 0.1 0.1 -0.27
C -6.081500 -0.132638 -2.438963 0.0 -0.1 -0.1 -0.26
C -5.598034 -1.250106 2.146571 -0.8 4.2 -0.5 0.03
C -4.915799 1.402400 2.159579 -1.5 -2.0 -0.5 -0.05
C -7.292861 0.636249 1.274449 2.3 -1.0 1.1 -0.07
C -3.739999 2.459575 2.496392 0.2 1.0 0.6 -0.27
C 0.210262 2.091150 1.161908 -1.8 -1.7 1.3 -0.04
C 0.869058 -2.447063 -2.135746 0.2 0.1 0.0 -0.27
C 0.510159 0.599311 1.483654 -3.3 1.1 0.9 -0.02
C 3.190441 -2.534285 3.801998 -0.2 0.0 0.0 -0.26
C -0.594383 -0.262409 2.146340 -1.0 3.7 -0.6 0.02
C 4.063278 2.739331 -2.687335 0.0 0.0 -0.2 -0.27
C -4.596073 -0.109773 2.456176 -2.1 0.4 -1.0 -0.03
C -6.293906 1.801762 1.575133 0.3 -4.5 0.1 -0.34
C 3.234534 5.054336 -1.612749 -0.1 0.1 -0.1 -0.27
C -6.990650 -0.852984 1.540976 2.9 2.3 1.0 -0.05
C 0.230934 -5.033598 -1.805644 0.2 -0.1 0.0 -0.27
C -1.160334 2.789283 1.484566 0.6 -3.7 0.8 0.01
C -2.260656 1.927800 2.138474 2.4 -1.5 -0.8 -0.05
C 8.989130 -1.173541 -1.521067 0.1 0.1 0.1 -0.27
C 4.425363 -2.991962 1.464525 -0.2 0.0 -0.2 -0.26
C -3.841597 1.346439 -2.495696 0.1 0.0 -0.1 -0.26
C -3.148980 -0.430661 3.098509 0.7 -0.3 0.9 -0.26
H 9.080808 -0.555853 -0.625438 -0.1 -0.1 0.0 0.06
H 6.603865 -0.134646 -0.429231 0.0 -0.1 0.0 0.07
H -6.736082 -0.843919 -1.932708 0.1 0.1 0.1 0.04
H -0.109540 -5.037804 -2.842644 0.0 0.1 0.1 0.05
H -0.285234 -5.820371 -1.253465 0.0 0.2 0.0 0.05
H -0.464711 -1.372004 2.418974 -0.2 2.0 -0.6 0.11
H 5.044905 -2.648269 0.635093 0.1 0.0 0.2 0.01
H -5.320730 -2.332424 2.383410 -0.5 1.8 -0.4 0.11
H 8.981570 -0.543972 -2.412701 -0.1 -0.1 0.0 0.05
H 1.907171 -2.779572 -2.072914 -0.1 -0.1 0.1 0.05
H 4.898333 -3.857207 1.931831 0.1 0.1 0.0 0.06
H -3.609520 0.812945 -3.419527 0.0 -0.1 0.1 0.06
H 0.802858 -1.405783 -1.816175 -0.1 -0.1 0.1 0.05
H 0.508524 -2.532777 -3.162314 -0.1 0.0 0.1 0.05
H 2.757286 5.235516 -2.577902 0.0 -0.1 0.0 0.06
H 6.427346 -0.110248 -2.210217 0.0 -0.1 0.0 0.05
H -2.913837 1.680428 -2.028262 -0.1 -0.1 0.1 0.05
H 5.075817 3.146796 -2.679046 0.0 0.0 0.1 0.05
H 2.698630 5.601889 -0.835998 0.0 -0.2 0.0 0.05
H 4.113096 1.649586 -2.669293 -0.1 0.1 0.1 0.04
H 9.833586 -1.862360 -1.573183 -0.2 0.0 0.0 0.05
H -8.310640 0.943938 0.850292 1.7 -0.6 0.7 0.10
H 3.702598 -3.413425 4.196738 0.1 0.1 -0.1 0.05
H -7.725207 -1.711801 1.341787 1.1 1.7 0.2 0.10
H 3.535677 3.062281 -3.586642 0.0 0.0 0.1 0.06
H 4.273243 5.388653 -1.638418 0.0 -0.1 0.0 0.05
H -1.346423 3.891303 1.212553 0.4 -2.0 0.6 0.11
H 1.523238 0.081875 1.267075 -1.8 1.3 0.4 0.08
H -6.639168 0.780879 -2.654582 0.1 0.0 0.1 0.05
H -8.512308 4.277359 2.473430 0.3 -0.5 -0.8 0.05
H 2.276872 -2.832463 3.283886 0.1 0.0 -0.1 0.06
H 5.330010 -1.098314 -1.216100 0.1 0.0 0.0 0.04
H 3.435200 -3.262112 1.089262 -0.1 0.1 0.1 0.05
H 1.308008 -5.208522 -1.762851 0.0 0.1 0.0 0.05
H -5.713323 -0.576267 -3.366430 0.1 0.0 0.1 0.06
H 2.936984 -1.864837 4.625388 0.1 0.0 -0.1 0.05
H -4.469927 2.213002 -2.709815 0.0 0.0 0.1 0.03
H 1.062819 2.669259 0.649057 -1.8 -0.9 0.9 0.05

=====

| no. | electronic energy (Eh) | E_LUMO (eV) |
| --- | --- | --- |
| 1 | -3695.825031 | -3.96 |
| 2 | -6445.118827 | -0.65 |